Entry 1:
Density functional theory data (ωB97M-V/def2-TZVPD) for a cluster of 2 separate species, C4H11NO2 in total.

Geometry as ORCA input:
```
! wB97M-V def2-TZVPD RIJCOSX def2/J DEFGRID3
* xyz 0 1
C 0.11 1.37 2.89
C -0.37 0.75 1.61
C 0.02 1.55 0.38
C -0.24 0.77 -0.91
N 0.04 1.32 -2.13
O -0.49 -0.43 -0.88
H 0.74 0.65 3.45
H -0.78 1.60 3.50
H 0.71 2.27 2.80
H -0.16 -0.31 1.49
H -1.47 0.56 1.57
H -0.55 2.52 0.36
H 1.04 1.88 0.39
H 0.42 2.24 -2.18
H 0.11 0.70 -2.92
O 0.34 -5.68 -2.81
H 0.33 -5.14 -3.60
H 0.22 -6.60 -3.01
*
```

Summary:
SMILES   CCCC(N)=O.O
DFT total energy   -364.24237 a.u.
LUMO level   0.91 eV
Largest force on an atom   2.18 eV/Å
HOMO level   -0.3551 Ha

Löwdin atomic charge list, values in e, 5 entries:
1 C -0.117
2 C -0.285
3 C -0.135
4 C -0.524
5 N 0.144


Entry 2:
Density functional theory data (ωB97M-V/def2-TZVPD) for a cluster of 20 separate species, H40O20 in total.

Geometry as ORCA input:
```
! wB97M-V def2-TZVPD RIJCOSX def2/J DEFGRID3
* xyz 0 1
O -9.60 -1.85 14.27
H -10.39 -2.38 14.27
H -9.50 -1.56 15.18
O -5.31 -6.15 10.38
H -6.01 -5.52 10.52
H -5.00 -6.38 11.26
O -7.18 1.82 14.69
H -6.83 1.09 14.19
H -8.13 1.76 14.59
O -8.22 -6.03 13.16
H -7.79 -5.98 14.01
H -8.90 -6.70 13.28
O -10.34 -7.80 13.55
H -10.45 -8.24 14.40
H -10.72 -8.41 12.92
O -7.62 -3.18 12.98
H -8.08 -4.02 13.01
H -8.16 -2.59 13.49
O -9.75 2.00 13.65
H -10.40 2.14 12.97
H -9.60 2.87 14.02
O -10.15 -0.34 16.76
H -10.43 -1.24 16.96
H -10.88 0.03 16.27
O -5.14 -2.15 12.06
H -5.86 -2.56 12.54
H -5.34 -2.31 11.13
O -11.81 -5.61 12.97
H -11.25 -6.39 13.07
H -11.91 -5.52 12.02
O -8.00 -6.87 15.87
H -8.89 -7.17 16.06
H -7.74 -6.39 16.66
O -6.89 0.24 9.69
H -6.15 0.57 10.19
H -7.58 0.11 10.33
O -4.76 -6.82 12.79
H -4.24 -6.19 13.29
H -5.55 -6.95 13.31
O -8.46 -0.06 12.26
H -8.58 -0.81 12.84
H -9.10 0.58 12.56
O -2.03 -1.87 13.02
H -2.81 -1.95 12.45
H -2.01 -0.95 13.26
O -3.78 -4.84 14.69
H -3.14 -5.18 15.32
H -3.98 -3.96 15.00
O -4.08 -2.24 15.95
H -3.67 -1.68 15.29
H -3.65 -2.00 16.77
O -11.82 -3.64 14.82
H -11.79 -4.34 14.17
H -11.04 -3.78 15.36
O -6.46 -4.34 16.41
H -6.20 -3.56 15.91
H -5.71 -4.92 16.37
O -9.56 -3.45 16.53
H -8.69 -3.84 16.53
H -9.74 -3.26 17.45
*
```

Summary:
DFT total energy   -1528.80760 a.u.
LUMO level   -0.57 eV
Largest force on an atom   1.45 eV/Å
HOMO level   -0.3543 Ha

Löwdin atomic charge list, values in e, 5 entries:
1 O -0.048
2 H 0.022
3 H 0.016
4 O -0.078
5 H 0.013


Entry 3:
Density functional theory data (ωB97M-V/def2-TZVPD) for an isolated molecule of C7H10.

Geometry as ORCA input:
```
! wB97M-V def2-TZVPD RIJCOSX def2/J DEFGRID3
* xyz 0 1
C 3.27 0.41 1.56
C 2.28 0.50 0.87
C 1.07 0.57 0.04
C 0.57 -0.80 -0.41
C -0.82 -0.71 -1.05
C -1.88 -0.40 -0.03
C -2.50 0.77 0.11
H 4.13 0.34 2.18
H 0.29 1.08 0.61
H 1.27 1.20 -0.84
H 0.52 -1.47 0.46
H 1.28 -1.24 -1.11
H -1.05 -1.66 -1.55
H -0.82 0.07 -1.83
H -2.10 -1.20 0.68
H -2.30 1.60 -0.58
H -3.22 0.95 0.90
*
```

Summary:
SMILES   C#CCCCC=C
DFT total energy   -272.63296 a.u.
LUMO level   1.14 eV
Largest force on an atom   0.46 eV/Å
HOMO level   -0.3538 Ha

Löwdin atomic charge list, values in e, 5 entries:
1 C 0.101
2 C -0.151
3 C -0.225
4 C -0.213
5 C -0.223


Entry 4:
Density functional theory data (ωB97M-V/def2-TZVPD) for a cluster of 2 separate species, C3H12N2S in total.

Geometry as ORCA input:
```
! wB97M-V def2-TZVPD RIJCOSX def2/J DEFGRID3
* xyz 0 1
C -1.07 2.01 4.79
S 0.03 0.95 3.79
C -0.46 -0.74 4.40
H -1.47 1.49 5.65
H -0.58 2.93 5.10
H -1.93 2.30 4.18
H -0.60 -0.59 5.46
H 0.44 -1.32 4.22
H -1.25 -1.11 3.76
N 0.17 -2.14 -5.18
C 1.03 -0.99 -5.42
N 0.37 0.06 -6.19
H -0.47 -1.99 -4.42
H 0.81 -2.90 -5.06
H 1.73 -1.40 -6.16
H 1.57 -0.54 -4.58
H 0.99 0.81 -6.39
H -0.44 0.50 -5.78
*
```

Summary:
SMILES   CSC.NCN
DFT total energy   -629.15158 a.u.
LUMO level   0.97 eV
Largest force on an atom   2.27 eV/Å
HOMO level   -0.3133 Ha

Löwdin atomic charge list, values in e, 5 entries:
1 C -0.439
2 S 0.692
3 C -0.379
4 H 0.026
5 H 0.023


Entry 5:
Density functional theory data (ωB97M-V/def2-TZVPD) for a structure of composition C2H4N2S2.

Geometry as ORCA input:
```
! wB97M-V def2-TZVPD RIJCOSX def2/J DEFGRID3
* xyz 0 1
C 0.42 0.84 -0.25
C -0.91 0.11 -0.62
N 0.98 0.16 0.81
N 0.68 -0.96 1.17
S 1.02 -2.03 2.25
S -0.59 -1.66 -0.53
H 1.04 0.91 -1.11
H 0.11 1.83 -0.03
H -1.74 0.21 -0.05
H -1.01 0.60 -1.65
*
```

Summary:
DFT total energy   -984.36144 a.u.
LUMO level (alpha / beta)   -0.97 / -0.97 eV
Largest force on an atom   5.02 eV/Å
HOMO level (alpha / beta)   -0.3180 / -0.3180 Ha

Löwdin atomic charge list, values in e, 5 entries:
1 C -0.264
2 C -0.547
3 N -0.036
4 N -0.803
5 S 0.622


Entry 6:
Density functional theory data (ωB97M-V/def2-TZVPD) for a cluster of 2 separate species, CH3O4S in total.

Geometry as ORCA input:
```
! wB97M-V def2-TZVPD RIJCOSX def2/J DEFGRID3
* xyz -1 1
C -0.95 -2.38 -0.51
O 1.07 1.43 0.91
O 0.81 3.89 -0.09
O -0.44 1.74 -0.95
O -1.40 -3.50 -0.57
S 0.88 2.09 -0.38
H -0.04 -2.16 -0.99
H -1.20 -1.55 0.17
H 0.27 4.04 0.66
*
```

Summary:
DFT total energy   -739.07362 a.u.
LUMO level   3.66 eV
Largest force on an atom   2.07 eV/Å
HOMO level   -0.1498 Ha

Löwdin atomic charge list, values in e, 5 entries:
1 C -0.124
2 O -0.562
3 O -0.400
4 O -0.577
5 O -0.028